Entry from the Open Molecules 2025 dataset: the molecule C10H16N4O4 (ωB97M-V/def2-TZVPD).

Summary:
SMILES ... C[C@@H](O)[C@H](N)C(=O)N[C@@H](Cc1c[nH]cn1)C(=O)O
Energy relative to the best compared isomer or geometry (same formula, charge and spin) ... 91.1 kcal per mole
Frontier orbital gap ... 8.8 eV
LUMO level ... 0.6 eV

Each line ends with the natural charge from an NBO analysis.
Cartesian coordinates (Å):
C (2.01634, -1.48852, -0.14134)  -0.190
C (0.52552, -1.31574, -0.13724)  0.703
C (2.70188, -0.18906, 0.43599)  0.106
C (2.20468, 0.99273, -0.40711)  -0.696
C (-1.60443, -1.35804, 1.13067)  -0.171
C (-2.29239, -1.86441, -0.07390)  0.813
C (-1.90700, 0.10163, 1.50304)  -0.439
C (-1.67501, 1.14865, 0.46337)  0.074
C (-2.10900, 1.41454, -0.94715)  -0.060
C (-0.58249, 2.90998, -0.25006)  0.101
H (1.66799, -1.56160, -2.18795)  0.387
H (3.14617, -1.03991, -1.89934)  0.347
H (2.59847, -2.15223, 0.48211)  0.225
H (3.81430, -0.28990, 0.40130)  0.177
H (2.37348, 1.11297, 1.78626)  0.482
H (2.00429, 0.73595, -1.44362)  0.225
H (1.29843, 1.37607, -0.05345)  0.248
H (2.70561, 1.96966, -0.22841)  0.201
H (0.42166, -1.01037, 1.75260)  0.433
H (-1.86083, -2.01689, 1.97612)  0.248
H (-1.35228, 0.34310, 2.45988)  0.239
H (-3.00206, 0.06590, 1.68339)  0.242
H (-2.71687, 0.69925, -1.58103)  0.249
H (0.12150, 3.72783, -0.22992)  0.209
H (-1.37685, 2.88678, -2.17461)  0.416
H (-3.99581, -1.57268, -0.93673)  0.493
N (2.46784, -1.74697, -1.58948)  -0.826
N (-0.16906, -1.52382, 1.09221)  -0.636
N (-0.57315, 1.96926, 0.67675)  -0.469
N (-1.49936, 2.53350, -1.24788)  -0.510
O (0.12151, -1.04364, -1.24288)  -0.614
O (2.18530, 0.15468, 1.74041)  -0.737
O (-2.10646, -2.86290, -0.68416)  -0.525
O (-3.55192, -1.10583, -0.12784)  -0.743